(1)
{"formula": "C23H28BF2N3O4S3Sr", "method": "ωB97M-V with the def2-TZVPD basis set", "symbols": ["Sr", "C", "C", "S", "C", "C", "S", "C", "C", "S", "H", "H", "H", "H", "H", "H", "H", "H", "H", "H", "H", "H", "N", "C", "C", "C", "C", "N", "C", "C", "H", "H", "H", "H", "C", "C", "C", "C", "C", "C", "C", "C", "H", "H", "H", "H", "H", "C", "C", "C", "O", "H", "H", "H", "H", "H", "H", "H", "O", "N", "O", "O", "F", "B", "F"], "positions_angstrom": [[-2.060, 1.853, -0.380], [4.541, -1.380, -0.241], [4.326, -0.286, -1.283], [3.624, 1.276, -0.720], [2.042, 0.764, -0.011], [2.021, 0.204, 1.412], [3.065, 1.107, 2.588], [3.944, -0.227, 3.435], [4.541, -1.361, 2.598], [5.575, -0.896, 1.179], [5.014, -2.236, -0.727], [3.581, -1.721, 0.139], [3.701, -0.702, -2.078], [5.282, -0.011, -1.736], [1.557, 0.044, -0.673], [1.408, 1.648, -0.047], [2.337, -0.835, 1.428], [0.972, 0.209, 1.720], [3.301, -0.688, 4.190], [4.744, 0.290, 3.968], [3.761, -2.027, 2.232], [5.165, -1.966, 3.260], [-0.868, -0.177, 7.197], [-1.132, 0.296, 6.182], [-1.465, 0.903, 4.917], [-0.465, 1.382, 4.083], [-0.852, 1.964, 2.883], [-2.122, 2.076, 2.500], [-3.067, 1.592, 3.300], [-2.795, 1.006, 4.526], [0.582, 1.288, 4.334], [-0.113, 2.356, 2.198], [-4.083, 1.650, 2.928], [-3.591, 0.623, 5.149], [-1.814, 0.853, -2.908], [-1.749, 0.312, -4.011], [-1.676, -0.319, -5.288], [-2.760, -1.048, -5.804], [-2.688, -1.666, -7.041], [-1.534, -1.580, -7.811], [-0.451, -0.860, -7.318], [-0.519, -0.241, -6.080], [-3.659, -1.118, -5.206], [-3.542, -2.223, -7.410], [-1.478, -2.065, -8.778], [0.458, -0.782, -7.904], [0.325, 0.318, -5.698], [-0.461, -2.127, -0.229], [-1.323, -1.232, 0.678], [-1.329, -1.792, 2.106], [-0.888, 0.073, 0.657], [-0.822, -3.161, -0.265], [0.569, -2.135, 0.141], [-0.461, -1.716, -1.241], [-2.366, -1.323, 0.307], [-0.309, -1.770, 2.511], [-1.699, -2.822, 2.149], [-1.958, -1.171, 2.744], [-6.325, 1.867, 0.365], [-5.122, 1.848, 0.134], [-4.390, 0.910, 0.567], [-4.565, 2.756, -0.521], [0.139, 4.691, 1.367], [-0.258, 4.275, 0.104], [0.186, 5.232, -0.768]], "nbo_charge": [1.671, -0.528, -0.552, 0.215, -0.568, -0.583, 0.192, -0.544, -0.535, 0.166, 0.207, 0.221, 0.217, 0.213, 0.249, 0.254, 0.195, 0.297, 0.207, 0.216, 0.216, 0.215, -0.356, 0.310, -0.160, -0.217, 0.093, -0.431, 0.053, -0.226, 0.239, 0.232, 0.221, 0.219, -0.416, -0.351, -0.057, -0.198, -0.225, -0.268, -0.225, -0.199, 0.215, 0.193, 0.191, 0.194, 0.215, -0.632, 0.121, -0.625, -1.046, 0.178, 0.168, 0.226, 0.125, 0.179, 0.180, 0.199, -0.490, 0.714, -0.600, -0.578, -0.600, 0.384, -0.588], "de_lowest_ev": 0.3445, "total_charge": -2, "e_homo_ha": -0.06709, "e_lumo_ha": 0.13677, "homo_lumo_gap_ev": 5.55}


(2)
{"formula": "C6H15NS", "method": "ωB97M-V with the def2-TZVPD basis set", "symbols": ["C", "C", "C", "C", "C", "C", "N", "S", "H", "H", "H", "H", "H", "H", "H", "H", "H", "H", "H", "H", "H", "H", "H"], "positions_angstrom": [[-3.106, 0.167, 0.342], [1.241, 0.269, 1.320], [1.772, -1.234, -0.675], [1.615, 1.167, -1.060], [-1.698, 0.841, 0.346], [1.067, 0.036, -0.167], [-0.958, -1.717, -0.172], [-0.712, -0.297, -0.732], [-3.591, 0.253, -0.655], [-2.874, -0.794, 0.677], [-3.778, 0.541, 1.150], [1.329, 1.369, 1.682], [0.462, -0.362, 1.894], [2.131, -0.231, 1.619], [1.273, -1.621, -1.597], [1.685, -1.918, 0.147], [2.747, -0.967, -0.953], [2.576, 1.479, -0.598], [1.829, 0.791, -1.996], [0.931, 2.038, -1.044], [-1.229, 0.868, 1.388], [-1.514, 1.765, -0.017], [-1.196, -2.441, -0.900]], "nbo_charge": [-0.633, -0.658, -0.619, -0.617, -0.567, -0.164, -1.225, 1.047, 0.213, 0.251, 0.216, 0.221, 0.239, 0.221, 0.217, 0.230, 0.205, 0.208, 0.211, 0.205, 0.219, 0.206, 0.374], "de_lowest_ev": 2.4920, "e_homo_ha": -0.30268, "e_lumo_ha": 0.02987, "homo_lumo_gap_ev": 9.05}


(3)
{"formula": "C14H21Cl2IrNO4", "method": "ωB97M-V with the def2-TZVPD basis set", "symbols": ["C", "C", "C", "C", "C", "C", "C", "C", "C", "C", "Ir", "Cl", "Cl", "O", "H", "H", "H", "H", "H", "H", "H", "H", "H", "H", "H", "H", "H", "H", "H", "H", "O", "H", "O", "C", "C", "C", "C", "O", "N", "H", "H", "H", "H"], "positions_angstrom": [[1.612, -1.699, -0.148], [2.064, -0.771, 0.804], [1.705, 0.519, 0.406], [2.854, -1.117, 2.023], [0.992, 0.464, -0.856], [0.959, -0.983, -1.259], [1.074, -1.442, -2.671], [1.875, -3.147, -0.107], [2.133, 1.749, 1.089], [0.973, 1.557, -1.839], [-0.850, -0.547, -0.524], [-0.613, -0.895, 2.618], [-1.611, -2.596, 0.475], [-1.813, 0.048, -2.259], [2.526, -2.077, 2.442], [2.733, -0.358, 2.804], [3.932, -1.201, 1.806], [2.084, 1.624, 2.185], [1.455, 2.575, 0.830], [3.173, 2.055, 0.852], [0.657, 2.460, -1.313], [0.240, 1.327, -2.611], [1.957, 1.735, -2.293], [0.753, -0.661, -3.364], [0.392, -2.295, -2.775], [2.105, -1.739, -2.899], [1.652, -3.546, 0.893], [2.928, -3.386, -0.332], [1.238, -3.642, -0.846], [-2.655, 0.460, -2.011], [-1.163, -2.247, -1.598], [-1.772, -1.523, -2.028], [-0.698, 2.747, 0.454], [-1.722, 2.107, 0.742], [-2.889, 2.637, 1.520], [-3.968, 1.589, 1.436], [-3.367, 0.432, 0.655], [-3.932, -0.621, 0.289], [-2.043, 0.782, 0.364], [-2.592, 2.809, 2.548], [-3.239, 3.585, 1.130], [-4.280, 1.254, 2.430], [-4.863, 1.975, 0.937]], "lowdin_charge": [-0.265, -0.301, -0.256, -0.086, -0.403, -0.487, -0.078, -0.072, -0.064, -0.092, 1.333, -0.397, 0.194, -0.425, 0.061, 0.055, 0.067, 0.072, 0.053, 0.076, 0.054, 0.053, 0.076, 0.068, 0.056, 0.075, 0.073, 0.073, 0.070, -0.026, -0.614, -0.022, -0.005, -0.441, -0.124, -0.116, -0.502, -0.050, -0.122, 0.113, 0.103, 0.113, 0.106], "de_lowest_ev": 0.0000, "multiplicity": 6, "total_charge": -2, "e_homo_ha": [0.01652, -0.03244], "e_lumo_ha": [0.18840, 0.18699], "homo_lumo_gap_ev": [4.68, 5.97]}


(4)
{"formula": "C21H33CoN5SSeSi2", "method": "ωB97M-V with the def2-TZVPD basis set", "symbols": ["Co", "C", "C", "N", "N", "C", "S", "N", "N", "H", "H", "H", "H", "H", "H", "C", "Si", "C", "C", "C", "C", "C", "C", "C", "C", "N", "Si", "C", "C", "C", "H", "H", "H", "H", "H", "H", "H", "H", "H", "H", "H", "H", "H", "H", "H", "H", "H", "H", "H", "H", "H", "H", "Se", "C", "C", "C", "C", "C", "C", "H", "H", "H", "H", "H"], "positions_angstrom": [[0.364, 0.683, -0.374], [-1.977, 4.756, 0.981], [-0.884, 4.555, 0.003], [0.038, 5.407, -0.305], [0.845, 4.746, -1.185], [0.466, 3.487, -1.414], [1.142, 2.222, -2.277], [-0.680, 3.385, -0.687], [-1.306, 2.146, -0.614], [-2.059, 5.816, 1.204], [-1.758, 4.217, 1.905], [-2.929, 4.399, 0.587], [1.683, 5.180, -1.531], [-1.947, 2.075, 0.170], [-1.797, 1.975, -1.487], [-0.334, -1.541, 2.776], [-1.676, -1.163, 1.507], [-3.024, -2.471, 1.710], [-2.442, 0.502, 2.012], [-0.933, -1.049, -0.195], [0.305, -1.863, -0.357], [0.459, -3.241, -0.185], [1.708, -3.810, -0.353], [2.798, -3.011, -0.685], [2.588, -1.654, -0.831], [1.380, -1.112, -0.678], [-2.015, -1.268, -1.685], [-2.564, -3.057, -1.958], [-1.136, -0.785, -3.283], [-3.607, -0.236, -1.556], [-0.712, -1.384, 3.789], [0.535, -0.895, 2.637], [-0.006, -2.582, 2.708], [-3.488, -2.388, 2.697], [-2.611, -3.479, 1.629], [-3.819, -2.378, 0.965], [-2.961, 0.405, 2.969], [-3.174, 0.898, 1.298], [-1.642, 1.235, 2.161], [-0.399, -3.845, 0.080], [1.839, -4.877, -0.219], [3.787, -3.427, -0.811], [3.397, -0.967, -1.053], [-1.704, -3.711, -2.121], [-3.198, -3.124, -2.846], [-3.130, -3.454, -1.112], [-0.532, -1.620, -3.648], [-0.476, 0.079, -3.197], [-1.871, -0.559, -4.062], [-3.972, -0.115, -0.533], [-4.395, -0.750, -2.113], [-3.522, 0.757, -2.008], [1.352, 1.872, 1.506], [3.094, 1.133, 1.191], [3.554, 0.091, 1.995], [4.792, -0.488, 1.757], [5.589, -0.035, 0.714], [5.140, 1.009, -0.082], [3.902, 1.591, 0.154], [2.930, -0.272, 2.801], [5.132, -1.298, 2.390], [6.555, -0.487, 0.528], [5.754, 1.375, -0.897], [3.554, 2.397, -0.479]], "nbo_charge": [1.261, -0.668, 0.369, -0.247, -0.364, 0.251, -0.254, -0.237, -0.664, 0.259, 0.252, 0.230, 0.432, 0.422, 0.400, -1.130, 1.731, -1.133, -1.132, -1.516, 0.246, -0.238, -0.157, -0.275, 0.072, -0.597, 1.715, -1.130, -1.136, -1.123, 0.235, 0.250, 0.231, 0.234, 0.231, 0.229, 0.242, 0.207, 0.232, 0.217, 0.216, 0.223, 0.218, 0.233, 0.232, 0.233, 0.239, 0.236, 0.234, 0.231, 0.243, 0.210, -0.443, -0.162, -0.270, -0.148, -0.261, -0.217, -0.258, 0.221, 0.202, 0.211, 0.211, 0.220], "de_lowest_ev": 0.2242, "multiplicity": 4, "e_homo_ha": [-0.26526, -0.27438], "e_lumo_ha": [0.01354, 0.01268], "homo_lumo_gap_ev": [7.59, 7.81]}


Energy / a.u.: -2808.34123, -690.44986, -1926.34186, -5855.24370